No. 1
Below is a structure of composition C3H8NP, with properties calculated with ωB97M-V with the def2-TZVPD basis set.

XYZ file:
```
13
Properties=species:S:1:pos:R:3
C -0.54 0.68 -1.33
C -0.53 -1.36 0.17
C 0.22 -0.15 -0.38
N 1.49 -0.07 -0.15
P 2.98 0.01 0.12
H -1.16 0.05 -2.12
H -1.42 1.09 -0.77
H -0.08 1.50 -1.90
H -0.10 -2.39 -0.23
H -1.64 -1.13 -0.01
H -0.32 -1.15 1.19
H 0.51 1.38 2.30
H 0.61 1.54 3.10
```

The value obtained for the strongest force on any atom is 0.055 Eh/bohr. The total energy comes out at -515.0878 Eh. As for the spin multiplicity: 1. The molecular weight comes out at 89.1 g/mol. For the energy relative to the best compared isomer or geometry (same formula, charge and spin), the calculation gives 2.519 eV. The value obtained for the frontier orbital gap is 0.248 Eh. Its HOMO energy is -6.8 eV. Its net charge is 0. The LUMO energy comes out at -0.019 eV.

No. 2
Below is a cluster of 2 separate species, C3H8NS in total, with properties calculated with ωB97M-V with the def2-TZVPD basis set.

XYZ file:
```
13
Properties=species:S:1:pos:R:3
C 2.83 0.27 -2.33
S 1.58 -0.35 -1.18
H 3.82 -0.05 -1.99
H 2.68 -0.11 -3.34
H 2.84 1.36 -2.42
C -2.41 -0.29 2.39
C -1.37 -0.09 1.58
N -1.36 0.33 0.26
H -3.44 -0.22 2.09
H -2.26 -0.64 3.40
H -0.38 -0.23 2.00
H -2.09 -0.12 -0.28
H -0.45 0.14 -0.18
```

The value obtained for the strongest force on any atom is 0.015 Eh/bohr. The total energy comes out at -572.0506 Eh. As for the spin multiplicity: 1. The molecular weight comes out at 90.2 g/mol. For the energy relative to the best compared isomer or geometry (same formula, charge and spin), the calculation gives 0.754 eV. The value obtained for the frontier orbital gap is 0.237 Eh. Its HOMO energy is -2.5 eV. Its net charge is -1. The LUMO energy comes out at 3.938 eV.